87
Properties=species:S:1:pos:R:3:lowdin_charge:R:1 method="wB97M-V/def2-TZVPD" lumo_energy_ev="0.261 / 0.094" spin_multiplicity=3 max_force_ha_per_bohr=0.010 charge=0 gap_ev="7.5 / 7.4" s2=2.013 homo_ev="-7.2543 / -7.3152"
V -1.5237 0.4917 -0.5380 0.964
C -1.7484 -4.0130 0.9530 -0.039
O -0.9755 -3.2811 1.9132 -0.133
C -1.7274 -2.3312 2.5755 -0.245
C -2.1106 -2.5298 3.8826 -0.008
C -2.8336 -1.5473 4.5631 -0.087
C -3.1680 -0.3817 3.9082 -0.042
C -2.7778 -0.1525 2.5824 -0.120
C -3.1513 1.1029 1.9540 -0.032
N -2.7737 1.4835 0.7907 -0.065
N -3.2313 2.7306 0.3773 0.095
C -2.6903 3.0122 -0.7757 -0.428
O -1.8812 2.2191 -1.3989 -0.135
C -3.0185 4.3113 -1.4146 -0.143
C -2.4595 4.6233 -2.6488 -0.021
C -2.7549 5.8323 -3.2605 -0.082
C -3.6102 6.7328 -2.6425 -0.094
C -4.1714 6.4224 -1.4099 -0.085
C -3.8780 5.2163 -0.7959 -0.030
C -2.0397 -1.1353 1.9000 -0.260
O -1.6261 -0.9838 0.6656 -0.197
H -1.0611 -4.6854 0.4428 0.082
H -2.2184 -3.3447 0.2290 0.076
H -2.5184 -4.5998 1.4584 0.100
H -1.8402 -3.4623 4.3634 0.122
H -3.1368 -1.7081 5.5884 0.099
H -3.7402 0.3846 4.4180 0.111
H -3.7957 1.7816 2.5091 0.133
H -1.8008 3.9048 -3.1169 0.114
H -2.3201 6.0703 -4.2228 0.100
H -3.8430 7.6756 -3.1213 0.099
H -4.8416 7.1228 -0.9282 0.100
H -4.3084 4.9589 0.1616 0.105
C 4.2997 2.3939 0.7345 -0.034
C 2.8256 2.2053 0.9999 -0.413
C 2.3509 2.9133 2.2502 -0.038
O 2.6178 0.7521 1.1268 -0.178
P 1.1578 0.1514 1.1014 0.508
O 0.1594 1.1291 0.5840 -0.275
C 1.2869 -1.3119 0.0499 -0.186
P 1.0234 -0.9603 -1.7003 0.506
O -0.1209 -0.0276 -1.9150 -0.284
O 2.3509 -0.3448 -2.2586 -0.150
C 3.5169 -1.1723 -2.5778 -0.434
C 4.7161 -0.5011 -1.9501 -0.039
C 3.6003 -1.2948 -4.0818 -0.031
O 0.8687 -2.3465 -2.4019 -0.169
C -0.4849 -2.9161 -2.6710 -0.410
C -0.3345 -4.4134 -2.5970 -0.036
C -0.9533 -2.4113 -4.0132 -0.052
O 0.7667 -0.2954 2.5403 -0.140
C 1.4337 -1.0932 3.5614 -0.390
C 2.4214 -0.2271 4.3118 -0.039
C 2.0523 -2.3484 2.9852 -0.036
H 4.5120 3.4560 0.6101 0.092
H 4.6031 1.8741 -0.1723 0.062
H 4.8903 2.0194 1.5722 0.090
H 2.2340 2.5274 0.1422 0.142
H 2.9299 2.5929 3.1175 0.081
H 1.2929 2.7264 2.4337 0.082
H 2.4848 3.9883 2.1246 0.093
H 0.4841 -1.9869 0.3691 0.074
H 2.2476 -1.8114 0.1798 0.084
H 3.3644 -2.1600 -2.1348 0.134
H 4.8374 0.5035 -2.3577 0.091
H 5.6174 -1.0752 -2.1668 0.091
H 4.5989 -0.4285 -0.8684 0.071
H 3.7139 -0.3076 -4.5310 0.094
H 2.6995 -1.7602 -4.4789 0.079
H 4.4602 -1.9065 -4.3572 0.091
H -1.1496 -2.5611 -1.8807 0.098
H 0.3269 -4.7731 -3.3868 0.088
H -1.3184 -4.8658 -2.7239 0.088
H 0.0687 -4.7221 -1.6324 0.070
H -0.2632 -2.7298 -4.7974 0.088
H -1.0301 -1.3250 -4.0124 0.082
H -1.9446 -2.8178 -4.2153 0.044
H 0.6039 -1.3670 4.2132 0.141
H 3.2597 0.0472 3.6701 0.077
H 2.8083 -0.7809 5.1680 0.090
H 1.9396 0.6797 4.6756 0.088
H 2.9005 -2.1071 2.3393 0.082
H 1.3121 -2.9315 2.4374 0.071
H 2.4270 -2.9611 3.8058 0.095
Se -4.3803 -2.8989 -2.5703 0.507
C -3.5547 -1.4326 -1.9950 -0.897
N -2.9554 -0.5065 -1.6185 0.005

=====

103
Properties=species:S:1:pos:R:3:lowdin_charge:R:1 method="wB97M-V/def2-TZVPD" lumo_energy_ev="-2.698 / -7.996" spin_multiplicity=2 max_force_ha_per_bohr=0.073 charge=+1 gap_ev="8.0 / 2.7" s2=0.758 homo_ev="-10.6700 / -10.6683"
O 3.1764 -0.4235 -1.5478 0.287
H 3.2953 0.2221 -2.2483 0.067
H 2.2585 -0.7012 -1.5031 0.079
H 3.5484 -0.0524 -0.7444 0.165
B 0.0394 -0.7671 -0.5906 -1.357
F 0.9539 -1.6249 -1.1541 0.136
F 0.5361 0.5052 -0.9744 0.100
F -1.1877 -1.0386 -1.1097 0.187
F 0.0152 -0.8443 0.8033 0.124
C -4.3585 -0.5803 1.2598 -0.069
C -5.0454 -1.3088 0.0940 -0.393
C -5.4347 -0.3533 -1.0888 -0.150
O -5.6911 -1.1682 -2.2596 -0.210
C -6.3830 -0.4443 -3.2697 -0.117
N -4.1008 -2.3718 -0.1991 0.044
H -4.9565 0.2888 1.5341 0.083
H -3.3056 -0.3544 1.0911 0.053
H -4.2674 -1.1497 2.1848 0.078
H -5.9897 -1.6680 0.5031 0.131
H -4.7438 0.4661 -1.2868 0.125
H -6.4544 -0.0127 -0.9090 0.115
H -5.7553 0.3063 -3.7502 0.085
H -7.2310 0.1221 -2.8847 0.079
H -6.8753 -1.0725 -4.0120 0.089
H -3.1661 -2.1158 0.0855 0.032
H -4.0780 -2.5215 -1.1977 0.050
C -1.1396 2.0103 1.1390 -0.064
C -1.3721 3.1251 0.1278 -0.376
C -1.0474 4.5182 0.8214 -0.124
O -1.5015 4.6542 2.2452 -0.198
C -2.7676 5.2850 2.4609 -0.119
N -0.5637 2.9025 -1.0868 0.054
H -0.0738 1.8285 1.2774 0.064
H -1.5439 1.0849 0.7290 0.043
H -1.6441 2.0294 2.1050 0.085
H -2.4431 3.1472 -0.0734 0.129
H -1.4404 5.2737 0.1412 0.113
H 0.0311 4.6453 0.7277 0.105
H -2.8673 6.3380 2.7242 0.077
H -3.1961 4.8537 3.3657 0.079
H -3.4845 5.1117 1.6584 0.082
H -0.7053 2.0248 -1.5661 0.035
H 0.4067 2.6677 -0.9341 0.011
C 1.7111 4.2425 4.4906 -0.044
C 2.9105 3.3177 4.7689 -0.462
C 2.5672 1.8404 4.5932 -0.161
O 2.4739 1.4358 3.1788 -0.174
C 2.0505 0.1325 3.1671 -0.185
N 4.0928 3.7789 4.1031 0.056
H 1.2391 4.0035 3.5376 0.066
H 1.9644 5.2987 4.5818 0.082
H 0.9010 4.0449 5.1926 0.076
H 3.1546 3.3773 5.8295 0.136
H 1.7568 1.4798 5.2266 0.130
H 3.4118 1.2676 4.9763 0.115
H 1.0160 -0.0679 3.4457 0.094
H 2.6364 -0.5363 3.7976 0.088
H 2.1542 -0.1966 2.1332 0.065
H 4.6565 2.9657 4.3058 0.067
H 3.9198 3.5917 3.1257 0.064
C 1.1181 -4.5326 3.0388 -0.023
C 0.9521 -4.4673 1.5598 -0.354
C -0.5077 -4.5822 1.0696 -0.081
O -1.1600 -5.7272 1.7183 -0.104
C -0.5918 -6.9685 1.3014 -0.042
N 1.5826 -3.1843 1.1610 0.279
H 0.6675 -5.4256 3.4719 0.093
H 0.5854 -3.7002 3.4986 0.108
H 2.1922 -4.5926 3.2149 0.104
H 1.5463 -5.2120 1.0303 0.154
H -0.5700 -4.8239 0.0086 0.135
H -0.9733 -3.6192 1.2794 0.140
H -0.5230 -7.1501 0.2288 0.110
H -1.3788 -7.6331 1.6578 0.114
H 0.3462 -6.9778 1.8564 0.095
H 0.9670 -2.4246 1.4139 0.085
H 1.6946 -3.0626 0.1646 0.115
C 4.0723 -0.5787 -4.9920 -0.021
C 3.9027 0.9324 -4.5888 -0.375
C 2.3826 1.4607 -4.4675 -0.128
O 1.6212 0.4731 -3.7261 -0.254
C 0.1489 0.6470 -3.9051 -0.014
N 4.5469 1.1627 -3.3019 0.019
H 3.5875 -0.7875 -5.9457 0.087
H 3.5599 -1.1771 -4.2386 0.058
H 5.1487 -0.7284 -5.0753 0.080
H 4.4407 1.6101 -5.2517 0.130
H 1.9399 1.5831 -5.4560 0.124
H 2.3188 2.3653 -3.8627 0.124
H -0.1820 0.6408 -4.9436 0.096
H -0.1420 1.6084 -3.4816 0.080
H -0.1679 -0.2333 -3.3458 0.077
H 4.5757 2.1706 -3.3603 0.096
H 5.4835 0.7848 -3.2912 0.097
O 2.3466 2.8835 -0.3944 -0.040
H 3.2698 2.9112 -0.1432 0.042
H 1.9429 2.2914 0.2402 0.011
O -1.6279 -3.6051 -2.4199 -0.031
H -1.7870 -3.1523 -1.5917 -0.002
H -2.4082 -3.4264 -2.9448 0.056
O 1.2677 -3.1264 -3.5445 -0.047
H 0.4168 -3.2619 -3.1276 -0.012
H 1.3320 -2.1779 -3.6560 -0.003

=====

4
Properties=species:S:1:pos:R:3:lowdin_charge:R:1 method="wB97M-V/def2-TZVPD" lumo_energy_ev="-3.312 / -1.829" spin_multiplicity=1 max_force_ha_per_bohr=0.016 charge=0 gap_ev="6.4 / 7.5" homo_ev="-9.6945 / -9.3730"
O 1.2741 0.0740 0.3958 -0.597
S -0.0943 -0.6407 -0.0630 0.586
Br -3.2868 0.8620 -0.3701 -0.037
H 2.1070 -0.2953 0.0374 0.049

=====

83
Properties=species:S:1:pos:R:3:lowdin_charge:R:1 method="wB97M-V/def2-TZVPD" lumo_energy_ev=-1.223 spin_multiplicity=1 max_force_ha_per_bohr=0.169 charge=0 gap_ev=7.8 homo_ev=-9.0693
C 7.0792 -0.9163 -0.9304 -0.061
C 6.6047 0.1846 -1.9237 -0.190
C 7.1652 1.5287 -1.7488 -0.043
C 6.7560 2.6433 -2.6029 -0.090
C 5.7982 2.4707 -3.6938 -0.072
C 5.2574 1.1161 -3.8746 -0.032
C 5.6309 -0.0122 -3.0056 -0.149
C 4.9783 -1.4292 -3.2240 -0.014
B 3.3939 -1.1546 -3.4204 -0.473
O 2.8859 -1.2877 -4.7378 0.230
B 1.6810 -0.5430 -4.7956 -0.248
O 0.7185 -0.8710 -3.7835 0.196
B 1.3289 -0.3699 -2.5886 -0.534
C 0.4136 0.6132 -1.6928 -0.095
S -0.9219 -0.3956 -0.9315 0.730
O -0.7485 -0.4897 0.5325 -0.366
O -2.2356 0.2568 -1.1618 -0.386
O 2.6350 -0.7813 -2.2788 0.277
H 6.6032 -1.9119 -1.0857 0.059
H 6.9374 -0.6015 0.1424 0.089
H 8.1897 -1.0625 -1.0781 0.090
H 7.9234 1.7768 -0.9657 0.108
H 7.1658 3.6688 -2.4473 0.094
H 5.4621 3.3075 -4.3553 0.099
H 4.5346 0.9963 -4.7258 0.112
H 5.4399 -1.8604 -4.1578 0.129
H 5.0957 -2.1081 -2.3434 0.100
H 1.4737 0.3226 -5.5709 0.123
H -0.1082 1.3028 -2.4182 0.122
H 0.9793 1.2212 -0.9471 0.121
H -0.9845 -1.6164 -1.5747 0.103
O -2.1054 -7.8692 1.8119 -0.208
P -2.0096 -6.4067 1.4245 0.687
O -0.5317 -6.0972 2.0877 -0.233
C 0.6127 -6.7133 1.5113 -0.289
C 0.8627 -6.2339 0.0931 -0.082
O -3.0057 -5.8700 2.6323 -0.254
C -4.1914 -6.6073 2.9373 -0.293
C -4.0114 -7.3646 4.2399 -0.077
O -2.0490 -4.8697 0.7440 -0.249
C -2.0999 -3.6465 1.4873 -0.263
C -0.7546 -3.1762 1.9971 -0.081
H 0.5039 -7.8011 1.5395 0.109
H 1.4662 -6.4543 2.1402 0.120
H 0.0515 -6.5438 -0.5741 0.071
H 1.7988 -6.6422 -0.2925 0.078
H 0.9111 -5.1447 0.0521 0.065
H -4.4501 -7.2862 2.1222 0.103
H -5.0124 -5.8932 3.0366 0.116
H -3.0824 -7.9363 4.2482 0.073
H -4.8452 -8.0481 4.4110 0.076
H -3.9554 -6.6653 5.0771 0.075
H -2.8342 -3.6751 2.2896 0.114
H -2.4680 -2.8971 0.7798 0.111
H -0.4381 -3.7505 2.8702 0.076
H -0.8084 -2.1315 2.3020 0.065
H 0.0209 -3.2792 1.2363 0.068
O -2.9071 5.4670 3.1644 -0.207
P -3.4392 5.6324 1.7546 0.690
O -2.5175 4.4762 1.0292 -0.234
C -2.7559 3.1104 1.3607 -0.281
C -4.1243 2.6455 0.9180 -0.078
O -2.5477 6.9887 1.4218 -0.257
C -2.4187 7.9999 2.4227 -0.295
C -1.0260 7.9608 3.0240 -0.078
O -4.2938 5.8763 0.3256 -0.247
C -3.7325 6.3935 -0.8809 -0.276
C -3.0043 5.3591 -1.7158 -0.075
H -2.6193 2.9618 2.4352 0.112
H -1.9970 2.5188 0.8461 0.108
H -4.9160 3.1737 1.4616 0.072
H -4.2440 1.5748 1.0899 0.082
H -4.2783 2.8502 -0.1421 0.070
H -3.1819 7.8852 3.1950 0.103
H -2.5861 8.9677 1.9434 0.115
H -0.7485 6.9516 3.3311 0.073
H -0.9571 8.6222 3.8899 0.076
H -0.2873 8.2765 2.2837 0.074
H -3.1083 7.2685 -0.7099 0.110
H -4.5868 6.7508 -1.4634 0.118
H -2.0206 5.1336 -1.3000 0.072
H -2.8450 5.7354 -2.7289 0.079
H -3.5645 4.4246 -1.7705 0.072